Record 1
Molecular formula: C4H4N2O
Method: DFT, ωB97M-V/def2-TZVPD

```
! RIJCOSX wB97M-V def2-TZVPD def2/J DEFGRID3
* xyz 0 1
O -2.498 -0.605 -0.443
C -1.361 -0.283 -0.187
C -0.223 -0.600 -1.080
C 1.010 -0.202 -0.756
N 1.279 0.400 0.505
C 0.128 0.905 1.141
N -1.079 0.518 0.954
H -0.438 -1.107 -2.014
H 1.852 -0.292 -1.444
H 0.867 -0.282 1.351
H 0.422 1.537 1.979
*
```

The value obtained for the largest force on an atom is 0.063 hartree/bohr. The LUMO energy comes out at 0.058 eV. Its HOMO-LUMO gap is 0.36754 Ha. The value obtained for the highest occupied orbital energy is -9.9 eV. As for the energy above the lowest of the compared OMol25 structures with the same formula, charge and spin: 62.59 kcal/mol.

Atom-resolved charges from Mulliken, all expressed in e: number 1, O, carries -0.533; number 2, C, carries 0.481; number 3, C, carries -0.287; number 4, C, carries -0.157; number 5, N, carries -0.520; number 6, C, carries -0.058; number 7, N, carries -0.435; number 8, H, carries 0.368; number 9, H, carries 0.377; number 10, H, carries 0.371; number 11, H, carries 0.392

---

Record 2
Molecular formula: C3H4N2S
Method: DFT, ωB97M-V/def2-TZVPD

```
! RIJCOSX wB97M-V def2-TZVPD def2/J DEFGRID3
* xyz 0 1
S 2.562 0.013 -0.006
N 0.834 0.061 -0.134
C -0.012 1.122 -0.080
C -1.312 0.559 0.066
C -1.117 -0.871 0.020
N 0.201 -1.090 -0.188
H 2.652 -1.352 0.337
H 0.380 2.117 -0.094
H -2.215 0.994 -0.042
H -1.974 -1.553 0.121
*
```

As for the SMILES: Sn1cccn1. The value obtained for the largest force on an atom is 0.093 hartree/bohr. The LUMO energy comes out at 0.678 eV. Its HOMO-LUMO gap is 0.35088 Ha. The value obtained for the highest occupied orbital energy is -8.9 eV. As for the energy above the lowest of the compared OMol25 structures with the same formula, charge and spin: 51.33 kcal/mol.

Atom-resolved charges from Mulliken, all expressed in e: number 1, S, carries -0.170; number 2, N, carries 0.599; number 3, C, carries -0.192; number 4, C, carries -0.633; number 5, C, carries -0.162; number 6, N, carries -0.830; number 7, H, carries 0.214; number 8, H, carries 0.392; number 9, H, carries 0.427; number 10, H, carries 0.356

---

Record 3
Molecular formula: C4H4N2S
Method: DFT, ωB97M-V/def2-TZVPD

```
! RIJCOSX wB97M-V def2-TZVPD def2/J DEFGRID3
* xyz 0 1
C 2.825 0.172 0.208
C 0.337 -0.035 0.777
C 1.578 0.166 0.645
C -0.626 -0.360 -0.395
N 3.865 0.085 -0.288
N -1.787 0.464 -0.546
S -3.119 0.208 0.452
H -0.087 -0.214 1.858
H -0.175 -0.346 -1.458
H -1.086 -1.382 -0.073
H -1.725 1.242 -1.181
*
```

The value obtained for the largest force on an atom is 0.076 hartree/bohr. The LUMO energy comes out at -3.085 eV. Its HOMO-LUMO gap is 0.15456 Ha. The value obtained for the highest occupied orbital energy is -7.3 eV. As for the energy above the lowest of the compared OMol25 structures with the same formula, charge and spin: 140.19 kcal/mol.

Atom-resolved charges from Mulliken, all expressed in e: number 1, C, carries 0.364; number 2, C, carries -0.119; number 3, C, carries -0.179; number 4, C, carries -0.445; number 5, N, carries -0.421; number 6, N, carries -0.176; number 7, S, carries -0.178; number 8, H, carries 0.259; number 9, H, carries 0.371; number 10, H, carries 0.248; number 11, H, carries 0.276

---

Record 4
Molecular formula: C23H19N7O
Method: DFT, ωB97M-V/def2-TZVPD

```
! RIJCOSX wB97M-V def2-TZVPD def2/J DEFGRID3
* xyz 0 1
C -8.302 -1.745 -2.887
N -7.036 -1.106 -3.306
C -5.902 -1.715 -2.844
C -4.902 -0.919 -3.226
C -3.538 -1.237 -2.914
C -2.622 -0.416 -2.415
N -1.577 -1.153 -2.044
C -0.454 -0.514 -1.470
C 0.170 0.394 -2.302
C 1.222 1.051 -1.847
C 1.930 0.675 -0.659
C 1.266 -0.170 0.257
C 1.750 -0.519 1.619
C 2.851 0.352 2.216
C 2.731 1.676 2.244
C 3.738 2.494 2.843
C 4.916 1.973 3.383
C 6.010 2.886 3.852
N 5.986 4.158 3.450
O 6.871 2.727 4.663
C 5.112 0.557 3.406
N 6.233 -0.171 3.860
C 4.068 -0.202 2.802
N 1.117 -1.494 2.312
C -0.081 -1.997 1.940
C -0.650 -1.637 0.727
C 0.010 -0.701 -0.118
C -1.941 -2.501 -2.120
N -3.099 -2.525 -2.779
C -5.475 0.054 -4.127
N -6.792 -0.053 -4.145
H -9.094 -1.521 -3.594
H -8.479 -1.276 -1.906
H -8.084 -2.878 -2.804
H -5.758 -2.630 -2.232
H -2.805 0.641 -2.177
H -0.176 0.674 -3.270
H 1.409 1.918 -2.518
H 2.767 1.223 -0.418
H 1.827 2.033 1.830
H 3.479 3.555 2.943
H 6.705 4.716 3.930
H 5.480 4.471 2.621
H 6.770 0.311 4.526
H 6.626 -0.947 3.276
H 4.118 -1.256 2.729
H -0.537 -2.576 2.669
H -1.503 -2.220 0.358
H -1.365 -3.367 -1.640
H -4.990 0.905 -4.693
*
```

As for the SMILES: Cn1cc(-c2cn(-c3cccc4c(-c5ccc(C(N)=O)c(N)c5)nccc34)cn2)cn1. The value obtained for the largest force on an atom is 0.095 hartree/bohr. The LUMO energy comes out at -0.588 eV. Its HOMO-LUMO gap is 0.27533 Ha. The value obtained for the highest occupied orbital energy is -8.1 eV. As for the energy above the lowest of the compared OMol25 structures with the same formula, charge and spin: 70.74 kcal/mol.

Atom-resolved charges from Mulliken, all expressed in e: number 1, C, carries -0.755; number 2, N, carries 0.658; number 3, C, carries -0.143; number 4, C, carries -0.288; number 5, C, carries 0.243; number 6, C, carries -0.371; number 7, N, carries 0.227; number 8, C, carries 0.065; number 9, C, carries -0.543; number 10, C, carries -0.620; number 11, C, carries -0.957; number 12, C, carries 0.863; number 13, C, carries -0.020; number 14, C, carries 0.451; number 15, C, carries -0.506; number 16, C, carries -1.055; number 17, C, carries 0.734; number 18, C, carries 0.464; number 19, N, carries -0.425; number 20, O, carries -0.656; number 21, C, carries -0.030; number 22, N, carries -0.492; number 23, C, carries -0.514; number 24, N, carries -0.572; number 25, C, carries -0.879; number 26, C, carries -0.501; number 27, C, carries 0.482; number 28, C, carries -0.149; number 29, N, carries -0.718; number 30, C, carries -0.302; number 31, N, carries -0.927; number 32, H, carries 0.284; number 33, H, carries 0.319; number 34, H, carries 0.225; number 35, H, carries 0.395; number 36, H, carries 0.364; number 37, H, carries 0.525; number 38, H, carries 0.290; number 39, H, carries 0.616; number 40, H, carries 0.633; number 41, H, carries 0.384; number 42, H, carries 0.236; number 43, H, carries 0.214; number 44, H, carries 0.216; number 45, H, carries 0.199; number 46, H, carries 0.460; number 47, H, carries 0.484; number 48, H, carries 0.530; number 49, H, carries 0.452; number 50, H, carries 0.405

---

Record 5
Molecular formula: C4H11NOS
Method: DFT, ωB97M-V/def2-TZVPD

```
! RIJCOSX wB97M-V def2-TZVPD def2/J DEFGRID3
* xyz 0 1
C -0.607 1.763 -0.974
C -1.422 0.614 -1.520
N -2.226 0.021 -0.573
O -1.286 0.225 -2.653
H -0.761 2.028 0.093
H -0.658 2.726 -1.487
H 0.456 1.563 -1.107
H -2.984 -0.638 -0.672
H -2.365 0.449 0.338
C 2.057 -0.964 0.304
C 1.307 -0.815 1.667
S -0.528 -1.077 1.648
H 1.791 -0.113 -0.343
H 1.685 -1.941 -0.050
H 3.130 -1.135 0.407
H 1.581 -1.575 2.406
H 1.666 0.072 2.179
H -0.839 -1.203 0.336
*
```

As for the SMILES: CC(N)=O.CCS. The value obtained for the largest force on an atom is 0.040 hartree/bohr. The LUMO energy comes out at 0.677 eV. Its HOMO-LUMO gap is 0.35305 Ha. The value obtained for the highest occupied orbital energy is -8.9 eV. As for the energy above the lowest of the compared OMol25 structures with the same formula, charge and spin: 24.92 kcal/mol.

Atom-resolved charges from Mulliken, all expressed in e: number 1, C, carries -0.748; number 2, C, carries 0.599; number 3, N, carries -0.494; number 4, O, carries -0.596; number 5, H, carries 0.275; number 6, H, carries 0.311; number 7, H, carries 0.137; number 8, H, carries 0.172; number 9, H, carries 0.315; number 10, C, carries -0.840; number 11, C, carries -0.456; number 12, S, carries -0.246; number 13, H, carries 0.070; number 14, H, carries 0.297; number 15, H, carries 0.356; number 16, H, carries 0.346; number 17, H, carries 0.342; number 18, H, carries 0.160

---

Question: largest force on an atom of number 1 (C4H4N2O)?
Answer: 0.063 hartree/bohr